121
Properties=species:S:1:pos:R:3:forces:R:3 method="wB97M-V/def2-TZVPD" total_energy_ha=-2246.3282 homo_ev=-15.20 homo_lumo_gap_ev=9.22 total_charge=+3 fmax_ha_per_bohr=0.06746
C -3.85985 1.40898 -4.15566 -1.28 -0.83 -0.17
C -2.62817 1.88638 -3.47625 0.69 -0.46 -0.88
N -1.89629 0.79573 -2.67122 1.25 -0.13 0.96
C -1.42641 -0.43609 -3.48526 -0.95 2.04 -0.34
C -0.65296 1.53937 -2.09264 -0.27 1.83 -0.21
C 0.38259 2.18635 -3.08744 -0.44 -1.69 -0.20
C -2.67677 0.27702 -1.44401 -0.11 -0.01 -0.72
C -3.90599 -0.67035 -1.68524 0.25 3.13 -0.29
O -3.52797 -1.87039 -2.18105 0.61 -1.55 -0.17
C -4.51969 -2.83708 -1.98846 -1.17 -1.28 1.34
H -4.09411 1.87441 -5.11305 0.11 0.77 0.38
H -4.68747 1.50181 -3.45243 -0.32 -0.03 -0.52
H -3.80485 0.37541 -4.49742 0.14 -0.21 0.39
H -2.81801 2.74275 -2.82920 0.05 -0.32 0.33
H -1.97035 2.25926 -4.26133 0.44 -0.29 0.33
H -2.34687 -0.93858 -3.78251 0.48 0.02 -0.41
H -0.81716 -1.14830 -2.92879 0.02 0.56 0.32
H -0.90104 0.10665 -4.27110 0.16 -1.00 -0.47
H -0.14791 0.98639 -1.30065 -0.15 -0.69 -0.31
H -1.06559 2.39318 -1.55521 -0.46 -0.12 0.12
H 0.88161 3.06981 -2.68924 -0.07 -0.34 0.49
H 0.03504 2.51927 -4.06544 -0.46 -0.16 0.15
H 1.08117 1.37471 -3.29073 0.54 0.41 -0.16
H -2.98212 1.20183 -0.95454 -0.12 -0.24 0.38
H -1.87883 -0.23100 -0.90241 -0.31 -0.04 0.52
H -4.59405 -0.17537 -2.37058 -0.06 0.09 -0.29
H -4.52101 -0.67104 -0.78533 0.43 -0.55 0.72
H -5.53097 -2.55125 -2.27775 0.15 0.22 -1.13
H -4.73166 -3.01931 -0.93490 0.58 0.29 0.71
H -4.24657 -3.84178 -2.31107 0.22 0.49 -0.79
C 2.88204 -2.60380 2.09477 0.13 0.86 -0.03
C 3.90211 -2.87568 0.98894 -1.20 -2.21 0.83
N 3.30726 -2.94589 -0.39273 -0.31 0.02 -0.50
C 3.19118 -1.47846 -0.86165 -0.46 -1.22 -1.34
C 4.21084 -3.83429 -1.30953 0.87 2.08 0.74
C 5.60673 -3.25306 -1.40157 0.32 1.36 -0.77
C 1.86174 -3.61061 -0.42283 0.55 -0.01 0.83
C 1.73130 -5.14108 0.09145 1.18 0.82 -1.74
O 1.97684 -6.02935 -1.02177 0.00 0.75 0.12
C 1.32996 -7.29658 -0.88981 -0.45 0.07 -0.04
H 1.99540 -3.23435 2.16101 0.38 -0.38 -0.27
H 2.47543 -1.59764 1.99281 0.03 0.18 0.21
H 3.41241 -2.68744 3.04336 -0.03 0.12 0.01
H 4.22820 -3.90895 1.10785 0.56 0.13 0.40
H 4.75597 -2.20286 1.06837 -0.23 -0.04 -0.47
H 4.10353 -0.89417 -0.74212 0.02 -0.48 0.42
H 2.32266 -0.98385 -0.42672 0.07 -0.24 0.57
H 3.00198 -1.52612 -1.93404 0.00 0.01 -0.14
H 3.72840 -3.75076 -2.28338 0.02 -0.77 0.12
H 4.41174 -4.81765 -0.88439 -1.37 -0.14 -0.06
H 6.15725 -3.86130 -2.11925 0.24 -0.03 0.29
H 6.18060 -3.05719 -0.49581 -0.16 -1.01 0.28
H 5.60580 -2.24216 -1.80923 -0.23 0.03 -0.55
H 1.45987 -3.51065 -1.43110 0.55 -0.32 -0.24
H 1.30253 -2.86075 0.13673 -0.33 -0.54 0.46
H 0.73932 -5.29382 0.51660 -0.07 0.14 0.00
H 2.50732 -5.37359 0.82073 -0.20 0.26 0.46
H 0.25881 -7.09662 -0.91745 -0.22 -0.32 0.60
H 1.68462 -7.84956 -0.02002 -0.29 0.19 0.32
H 1.48449 -7.97577 -1.72821 0.60 0.61 -0.33
C 2.84553 2.70298 2.85103 0.43 1.86 -0.78
C 2.51251 3.77163 1.74835 0.25 -0.75 -1.65
N 3.22811 3.57751 0.30303 -1.59 -0.23 -0.32
C 2.70100 2.18247 -0.21128 0.94 1.15 0.07
C 2.75100 4.71867 -0.69114 0.78 -0.90 0.00
C 3.43952 4.62962 -2.06739 -0.82 0.32 -0.16
C 4.75400 3.54702 0.35124 -1.24 -0.25 -0.01
C 5.40886 4.84415 0.88025 -0.32 0.02 -0.86
O 5.53283 5.95214 -0.05247 -1.66 -1.92 2.37
C 6.55175 5.80423 -0.95618 1.34 0.63 -1.20
H 2.81259 1.65434 2.55545 -0.34 0.23 -0.19
H 2.12181 2.91985 3.63671 -0.03 -0.33 0.02
H 3.82488 2.94678 3.26279 0.06 -0.22 0.08
H 2.66653 4.82623 1.97676 0.43 -0.26 0.52
H 1.46233 3.72297 1.46049 -0.03 -0.22 0.05
H 1.65955 2.05962 0.08606 0.20 -0.10 0.11
H 3.34142 1.39380 0.18363 -0.26 0.19 0.55
H 2.82663 2.07516 -1.28868 -0.10 0.59 -0.05
H 2.92067 5.69619 -0.23972 0.34 -0.27 0.27
H 1.67425 4.63296 -0.83731 -0.03 -0.34 0.27
H 3.05658 3.80923 -2.67437 0.28 -0.40 0.24
H 4.52675 4.68468 -2.12225 -0.25 -0.09 0.34
H 3.06959 5.47902 -2.64164 0.09 0.34 0.16
H 5.04552 3.21078 -0.64379 0.30 0.32 0.04
H 4.88807 2.68347 1.00270 0.72 0.30 0.32
H 6.37871 4.51445 1.25276 0.19 0.36 0.14
H 4.77550 5.17933 1.70160 0.37 0.27 0.09
H 6.35774 6.61850 -1.65432 0.42 -0.29 -0.41
H 6.61798 4.83827 -1.45682 -0.48 -0.22 -0.27
H 7.55160 5.93814 -0.54330 0.05 0.24 0.41
C -2.06742 -1.62928 3.52472 -0.43 0.35 -0.29
C -3.22465 -1.21585 2.60745 0.26 0.19 -1.40
N -4.22550 -0.23997 3.20620 -0.80 -1.11 0.89
C -4.95176 -1.05307 4.36143 0.59 1.24 -0.25
C -3.54755 1.00236 3.81643 -1.05 1.68 -1.29
C -2.86481 1.98733 2.76467 0.60 -2.21 0.25
C -5.31006 0.26275 2.22994 -0.84 -1.25 -0.99
C -6.51982 -0.71426 1.89460 0.63 0.93 0.35
O -6.14845 -2.03962 1.71641 -0.23 -1.13 -0.71
C -7.14019 -2.69517 0.85667 0.73 0.74 -0.03
H -1.32766 -2.18379 2.94732 -0.32 -0.18 -0.13
H -2.44124 -2.24351 4.34391 0.29 0.03 0.04
H -1.48223 -0.77867 3.87415 -0.24 0.04 0.17
H -3.76680 -2.06317 2.18765 -0.37 -0.13 0.71
H -2.88580 -0.76365 1.67534 0.57 0.50 0.23
H -5.72233 -0.36319 4.70549 0.19 -0.24 0.47
H -4.18548 -1.31268 5.09186 -0.19 0.64 0.16
H -5.39819 -2.01257 4.10033 0.09 0.37 -1.00
H -2.88225 0.79406 4.65433 -0.17 -0.45 -0.31
H -4.43527 1.53034 4.16473 0.25 0.07 0.60
H -2.44128 2.86704 3.24926 -0.58 0.03 0.10
H -3.43965 2.20100 1.86356 -0.50 0.40 0.51
H -2.00021 1.46626 2.35348 0.34 -0.14 0.06
H -4.88435 0.56888 1.27435 0.76 -0.63 0.08
H -5.78529 1.20793 2.49239 0.25 -0.11 1.11
H -6.94934 -0.31685 0.97499 0.11 0.28 -0.33
H -7.35296 -0.64439 2.59396 0.17 0.12 0.57
H -8.14662 -2.52032 1.23696 0.02 -0.26 0.13
H -6.92119 -3.75082 0.69617 0.10 0.13 0.60
H -7.05204 -2.21153 -0.11618 -0.22 0.06 -0.20
Cl 0.23245 -0.06459 1.39514 0.04 0.12 -0.56

19
Properties=species:S:1:pos:R:3:forces:R:3 method="wB97M-V/def2-TZVPD" total_energy_ha=-323.5178 homo_ev=-13.83 homo_lumo_gap_ev=10.67 total_charge=+1 fmax_ha_per_bohr=0.08801
C -1.30135 0.84023 0.47912 1.93 1.56 3.36
C 0.92025 0.87369 0.04749 -1.40 0.67 2.83
C -0.67412 1.39450 -1.83007 -0.47 -0.86 -3.40
C 0.95624 -1.95741 0.58904 0.72 -1.10 -1.38
N -0.89573 -0.48470 0.88750 0.32 -2.42 1.11
N -0.30973 1.27133 -0.44293 0.84 -0.85 -0.47
N 0.51035 -0.65651 1.09041 -1.97 -0.41 -4.06
H -2.28879 0.71281 0.13066 -1.03 0.68 -0.54
H -1.12713 1.57557 1.33246 -1.26 -0.70 -0.48
H 1.65534 0.53757 -0.64434 0.76 0.27 -0.38
H 1.18837 1.30843 1.09097 -0.01 0.02 -2.42
H -1.58072 0.76928 -2.19016 1.25 0.96 1.24
H -0.81155 2.42329 -2.28150 -0.02 -0.75 1.44
H 0.11500 1.00417 -2.49038 0.13 -0.06 0.40
H 0.98901 -2.00914 -0.51697 0.10 0.65 0.52
H 1.94574 -2.17495 0.97716 0.25 0.24 -0.01
H 0.37420 -2.85781 0.79609 -0.62 0.56 0.78
H -1.41131 -0.97142 1.64145 0.16 0.79 -0.72
H 0.87963 -0.52713 1.98208 0.34 0.74 2.18

17
Properties=species:S:1:pos:R:3:forces:R:3 method="wB97M-V/def2-TZVPD" total_energy_ha=-322.4161 homo_ev=-13.97 smiles="[H]/N=C/[C@H](C)C(N)=[NH2+]" homo_lumo_gap_ev=10.17 total_charge=+1 fmax_ha_per_bohr=0.09007
H -2.81996 1.26807 -0.61341 -0.46 -0.09 -0.06
N -1.92126 1.00076 -0.24371 0.99 0.18 0.20
C -1.47128 -0.07187 -0.72706 0.30 1.61 0.82
C -0.09977 -0.61610 -0.24291 -1.56 1.13 1.18
C -0.47251 -1.47978 0.98214 1.61 3.94 1.82
C 0.96662 0.48118 -0.08782 -1.00 0.07 -0.77
N 1.03306 1.35093 0.95822 -0.18 -2.57 -1.10
N 1.72344 0.62622 -1.17524 0.75 1.35 2.53
H -2.09261 -0.62814 -1.39771 0.19 -0.96 -0.63
H 0.14228 -1.36608 -0.94469 1.23 -0.34 -1.21
H -1.22243 -2.01190 0.54406 -2.35 -2.03 -0.16
H -0.85908 -0.77217 1.85995 0.81 -1.95 -1.72
H 0.39132 -2.08911 1.18328 0.02 -0.37 0.80
H 1.74961 2.04613 1.05270 0.31 0.25 -0.34
H 0.67931 1.01538 1.84923 -0.34 0.19 -0.33
H 2.54754 1.18736 -1.00669 0.07 0.20 -0.71
H 1.72572 0.05912 -1.99035 -0.39 -0.62 -0.34